Here is a 2-piece molecular cluster, C5H11N3 overall from the Open Molecules 2025 dataset. Energies are from ωB97M-V/def2-TZVPD.

Computed properties:
* frontier orbital gap (spin up / spin down): 0.2608 / 0.2650 Eh
* HOMO energy (spin up / spin down): -6.662 / -6.573 eV
* F_max: 0.0080 hartree/bohr
* M: 113.16 g mol⁻¹
* lowest unoccupied orbital energy (spin up / spin down): 0.4 / 0.6 eV
* energy above the lowest of the compared OMol25 structures with the same formula, charge and spin: 148.4 kcal per mole

Atoms and positions in Å:
C  -0.9041  0.6756  0.6631
C  2.4533  0.1137  -0.1713
C  0.0365  -0.9847  -0.1823
N  -0.6322  1.6027  -0.3749
N  -2.2388  0.2842  0.8614
C  0.7112  -1.1465  1.0542
C  -0.6059  -1.2788  -1.3321
N  1.5639  -1.0450  0.0002
H  -0.4548  0.9691  1.6049
H  -1.2158  2.4310  -0.2992
H  -0.7501  1.1664  -1.2870
H  -2.3763  -0.3526  1.6369
H  -2.6913  -0.0641  0.0246
H  0.7731  -0.6956  2.0362
H  2.9231  0.0653  -1.1530
H  1.9000  1.0526  -0.0810
H  3.2309  0.0671  0.5949
H  -1.6853  -1.2786  -1.3981
H  -0.0374  -1.5820  -2.1976

Mulliken population analysis, charges in e, atoms 1 to 6:
1. C -0.55
2. C -0.74
3. C 0.65
4. N -0.47
5. N -0.52
6. C -0.30



Here is a 2-piece molecular cluster, C5H11N3 overall from the Open Molecules 2025 dataset. Energies are from ωB97M-V/def2-TZVPD.

Computed properties:
* frontier orbital gap: 0.3322 Eh
* HOMO energy: -8.351 eV
* F_max: 0.0523 hartree/bohr
* M: 113.16 g mol⁻¹
* lowest unoccupied orbital energy: 0.7 eV
* energy above the lowest of the compared OMol25 structures with the same formula, charge and spin: 38.3 kcal per mole
* SMILES: N=C(N)N.C=CC=C

Atoms and positions in Å:
N  1.9980  1.2386  -0.5113
C  1.0980  1.9938  0.0105
N  0.5667  1.8712  1.2909
N  0.3981  2.8750  -0.7925
H  2.3999  0.6125  0.2205
H  1.2196  1.4395  1.9375
H  0.1462  2.7310  1.6688
H  -0.0692  3.6453  -0.3935
H  0.8041  2.9901  -1.7096
C  -1.3970  -0.9314  1.3156
C  -1.2857  -1.8887  0.3366
C  -0.4191  -1.8590  -0.7941
C  -0.3131  -2.9582  -1.5686
H  -1.0990  0.1156  1.2663
H  -1.9284  -1.2175  2.1837
H  -1.8624  -2.8579  0.3564
H  0.1878  -0.9228  -1.0920
H  0.3923  -2.9641  -2.4251
H  -0.8367  -3.9130  -1.3000

Mulliken population analysis, charges in e, atoms 1 to 6:
1. N -0.74
2. C 0.61
3. N -0.49
4. N -0.45
5. H 0.22
6. H 0.22